CHFI2 | ωB97M-V with the def2-TZVPD basis set

Values from the calculation:
HOMO: -9.63 eV
DFT total energy: -19970.7416 eV

Geometry (Å):
C: -0.10 0.09 0.12
F: -0.28 0.20 1.43
I: 1.71 1.05 -0.51
I: -0.23 -1.97 -0.52
H: -1.11 0.63 -0.52

Here are the natural (NBO) charges for atoms 1 to 4, given in e:
1. C -0.14
2. F -0.35
3. I 0.15
4. I 0.12

=====

C29H36Cl12N6O | ωB97M-V with the def2-TZVPD basis set

Values from the calculation:
HOMO: -8.03 eV
DFT total energy: -191911.7528 eV
SMILES: ClC(Cl)(Cl)Cl.ClC(Cl)(Cl)Cl.ClC(Cl)(Cl)Cl.c1cc[nH]c1.c1cc[nH]c1.c1cc[nH]c1.c1cc[nH]c1.c1cc[nH]c1.c1cc[nH]c1.CCO

Geometry (Å):
N: -1.45 -0.22 4.49
C: -2.62 -0.92 4.34
C: -3.47 -0.14 3.62
C: -2.79 1.06 3.30
C: -1.52 0.95 3.78
H: -0.59 -0.57 4.85
H: -2.75 -1.84 4.89
H: -4.48 -0.40 3.37
H: -3.18 1.85 2.67
H: -0.72 1.66 3.87
N: -1.02 4.00 -0.74
C: -2.09 3.59 0.00
C: -2.93 2.91 -0.84
C: -2.38 2.98 -2.15
C: -1.22 3.70 -2.04
H: -0.18 4.44 -0.39
H: -2.09 3.79 1.06
H: -3.85 2.42 -0.57
H: -2.78 2.59 -3.07
H: -0.47 3.91 -2.79
N: -0.49 0.33 0.86
C: 0.58 0.54 0.04
C: 1.34 -0.61 -0.03
C: 0.68 -1.57 0.82
C: -0.41 -0.94 1.38
H: -1.37 0.82 0.81
H: 0.77 1.48 -0.46
H: 2.28 -0.74 -0.52
H: 1.07 -2.55 1.05
H: -1.18 -1.31 2.03
N: 2.80 -0.38 2.92
C: 2.58 0.54 3.89
C: 3.58 0.48 4.84
C: 4.43 -0.56 4.40
C: 3.92 -1.13 3.27
H: 2.13 -0.62 2.19
H: 1.72 1.19 3.86
H: 3.63 1.17 5.66
H: 5.34 -0.93 4.87
H: 4.25 -1.91 2.61
N: 2.39 4.77 -2.32
C: 2.43 3.64 -1.56
C: 2.17 3.99 -0.27
C: 2.06 5.40 -0.25
C: 2.15 5.85 -1.53
H: 2.46 4.79 -3.32
H: 2.66 2.69 -2.02
H: 2.08 3.29 0.55
H: 1.98 6.00 0.64
H: 2.05 6.84 -1.94
N: -0.34 -0.05 -3.77
C: 0.36 1.11 -3.78
C: 0.23 1.66 -5.03
C: -0.47 0.72 -5.81
C: -0.77 -0.36 -5.02
H: -0.55 -0.60 -2.96
H: 0.75 1.47 -2.85
H: 0.60 2.61 -5.37
H: -0.58 0.79 -6.88
H: -1.26 -1.28 -5.28
C: 2.16 -3.61 -3.81
Cl: 0.48 -3.62 -4.34
Cl: 2.11 -3.33 -2.05
Cl: 2.98 -5.12 -4.13
Cl: 2.96 -2.21 -4.59
C: -4.09 -4.00 2.18
Cl: -4.35 -5.33 1.06
Cl: -4.86 -4.38 3.74
Cl: -2.38 -3.72 2.45
Cl: -4.80 -2.51 1.53
C: 3.56 -5.62 1.33
Cl: 1.96 -5.13 1.80
Cl: 4.51 -6.06 2.75
Cl: 3.48 -6.97 0.20
Cl: 4.42 -4.26 0.51
C: -3.10 -1.06 -1.39
C: -2.67 -2.49 -1.28
O: -1.46 -2.74 -1.98
H: -2.40 -0.34 -0.94
H: -4.02 -0.85 -0.83
H: -3.24 -0.75 -2.42
H: -3.49 -3.16 -1.53
H: -2.49 -2.74 -0.22
H: -0.75 -2.36 -1.43

Here are the Mulliken charges for atoms 1 to 4, given in e:
1. N 0.12
2. C -1.11
3. C -0.27
4. C -0.55

=====

C4H6N2O | ωB97M-V with the def2-TZVPD basis set

Values from the calculation:
HOMO: -10.98 eV
DFT total energy: -9271.6088 eV
SMILES: [H]/N=C(/C#N)OCC

Geometry (Å):
C: 1.54 -1.16 0.87
C: 0.67 -0.36 -0.09
O: -0.39 0.34 0.56
C: -1.18 1.02 -0.29
N: -1.07 1.36 -1.50
C: -2.50 1.26 0.27
N: -3.65 1.32 0.41
H: 0.97 -1.87 1.47
H: 2.23 -1.74 0.25
H: 2.15 -0.54 1.53
H: 0.19 -1.04 -0.79
H: 1.28 0.36 -0.64
H: -0.24 1.06 -2.04

Here are the natural (NBO) charges for atoms 1 to 4, given in e:
1. C -0.63
2. C -0.08
3. O -0.48
4. C 0.47

=====

C21H74N4O16 | ωB97M-V with the def2-TZVPD basis set

Values from the calculation:
HOMO: -8.58 eV
DFT total energy: -61690.3239 eV

Geometry (Å):
C: -13.22 -2.08 13.16
C: -13.87 -3.40 13.38
O: -14.61 -3.70 12.20
H: -12.35 -2.08 12.44
H: -12.88 -1.72 14.11
H: -13.88 -1.32 12.78
H: -14.47 -3.45 14.31
H: -13.08 -4.14 13.52
H: -13.92 -3.79 11.51
C: -21.75 -2.28 10.88
C: -22.24 -3.25 11.99
O: -23.28 -4.12 11.56
H: -22.58 -1.64 10.58
H: -21.33 -2.85 10.06
H: -20.94 -1.64 11.26
H: -22.54 -2.69 12.87
H: -21.39 -3.77 12.42
H: -23.32 -4.74 12.30
C: -14.35 -7.32 11.15
C: -15.75 -6.89 11.64
O: -15.71 -6.12 12.86
H: -13.85 -6.47 10.83
H: -14.52 -7.93 10.24
H: -13.67 -7.82 11.91
H: -16.49 -7.66 11.80
H: -16.17 -6.26 10.81
H: -15.29 -5.27 12.64
C: -16.01 -3.63 17.60
C: -16.37 -4.63 16.55
O: -17.66 -4.28 16.01
H: -16.65 -3.58 18.51
H: -15.96 -2.64 17.25
H: -15.00 -3.75 17.93
H: -16.22 -5.65 16.85
H: -15.59 -4.64 15.77
H: -17.46 -3.65 15.29
C: -19.13 -8.31 11.16
C: -18.43 -8.85 9.88
O: -19.02 -10.09 9.65
H: -18.53 -8.74 12.03
H: -20.21 -8.61 11.21
H: -19.14 -7.23 11.15
H: -17.34 -8.93 9.95
H: -18.59 -8.28 9.06
H: -18.28 -10.64 9.36
C: -19.82 -1.74 8.13
O: -19.47 -0.85 9.13
N: -19.42 -2.96 8.13
N: -20.59 -1.48 7.14
H: -18.84 -3.22 8.90
H: -19.76 -3.74 7.54
H: -21.11 -0.57 7.27
H: -21.11 -2.21 6.61
C: -16.62 -6.20 8.06
O: -17.79 -5.61 8.35
N: -16.50 -7.36 7.55
N: -15.49 -5.68 8.40
H: -17.38 -7.60 7.06
H: -15.66 -7.54 7.07
H: -15.54 -4.68 8.74
H: -14.56 -6.09 8.32
C: -21.65 -7.10 13.39
O: -22.82 -6.48 12.93
H: -21.75 -8.15 13.18
H: -21.65 -7.02 14.46
H: -20.66 -6.61 13.05
H: -23.52 -6.79 13.46
C: -16.75 -0.85 11.56
O: -18.14 -1.12 11.66
H: -16.10 -1.65 11.85
H: -16.38 0.03 12.03
H: -16.61 -0.72 10.48
H: -18.32 -1.84 11.05
C: -20.71 -5.72 9.56
O: -21.49 -6.34 8.56
H: -20.45 -4.65 9.50
H: -19.79 -6.20 9.58
H: -21.19 -6.01 10.53
H: -21.57 -7.30 8.63
C: -20.80 -4.51 15.30
O: -22.12 -4.16 14.94
H: -20.09 -4.61 14.50
H: -20.86 -5.35 15.97
H: -20.34 -3.76 15.96
H: -22.69 -4.69 15.51
C: -18.03 -7.07 14.58
O: -19.07 -7.71 15.31
H: -17.18 -6.93 15.28
H: -18.39 -6.05 14.27
H: -17.84 -7.64 13.66
H: -19.16 -7.21 16.15
C: -16.25 -2.69 8.37
O: -15.80 -3.20 9.57
H: -16.74 -1.68 8.57
H: -16.99 -3.30 7.82
H: -15.43 -2.46 7.74
H: -15.06 -2.67 9.93
C: -18.28 -4.38 11.81
O: -18.30 -3.78 10.54
H: -19.18 -4.15 12.33
H: -17.52 -3.89 12.43
H: -18.01 -5.43 11.70
H: -17.41 -3.82 10.17
C: -16.83 -0.93 14.70
O: -17.04 -2.18 14.05
H: -17.61 -0.23 14.47
H: -15.86 -0.57 14.39
H: -16.72 -1.04 15.79
H: -17.32 -2.06 13.15
C: -20.26 -1.38 14.55
O: -21.49 -1.40 15.13
H: -20.22 -0.44 14.03
H: -20.18 -2.20 13.80
H: -19.49 -1.47 15.34
H: -21.75 -2.32 15.20

Here are the Mulliken charges for atoms 1 to 4, given in e:
1. C -1.38
2. C 0.39
3. O -0.20
4. H 0.35

=====

C33H35N10SSe2Ti | ωB97M-V with the def2-TZVPD basis set

Values from the calculation:
HOMO (spin up / spin down): -16.23 / -16.23 eV
DFT total energy: -214311.2274 eV
net charge: +3

Geometry (Å):
Ti: -0.30 0.00 0.23
C: -0.39 1.71 -2.50
N: 0.70 1.12 -1.69
C: 1.56 2.18 -1.12
C: 0.98 2.79 0.10
C: 1.04 4.12 0.33
C: 0.51 4.66 1.48
C: -0.11 3.82 2.43
C: -0.13 2.47 2.11
N: 0.39 1.96 0.98
C: 1.65 0.48 -2.64
C: 1.13 -0.59 -3.61
C: 0.50 -0.29 -4.79
C: 0.05 -1.36 -5.57
C: 0.37 -2.66 -5.18
C: 1.15 -2.84 -4.02
N: 1.51 -1.86 -3.25
C: -1.43 2.32 -1.59
C: -2.00 3.54 -1.88
C: -2.98 3.99 -1.02
C: -3.36 3.24 0.11
C: -2.63 2.16 0.36
N: -1.68 1.66 -0.47
H: -0.85 0.91 -3.05
H: -0.04 2.43 -3.26
H: 1.80 2.93 -1.91
H: 2.54 1.67 -0.93
H: 1.42 4.80 -0.47
H: 0.42 5.72 1.62
H: -0.70 4.20 3.29
H: -0.76 1.90 2.72
H: 2.43 0.00 -2.11
H: 2.06 1.24 -3.25
H: 0.58 0.72 -5.19
H: -0.44 -1.22 -6.49
H: 0.09 -3.61 -5.63
H: 1.53 -3.84 -3.85
H: -1.76 4.09 -2.76
H: -3.45 4.93 -1.18
H: -4.15 3.63 0.74
H: -2.84 1.58 1.27
C: -3.98 -3.09 -1.74
N: -2.58 -3.49 -1.39
C: -2.19 -4.73 -0.95
C: -0.89 -4.70 -0.53
N: -0.50 -3.37 -0.77
C: -1.55 -2.66 -1.27
S: -1.55 -0.99 -1.59
C: 0.84 -2.87 -0.61
C: 1.89 -3.78 -0.64
C: 3.20 -3.33 -0.59
C: 3.40 -2.02 -0.32
C: 2.27 -1.21 -0.05
N: 1.03 -1.63 -0.21
H: -4.66 -3.32 -0.89
H: -4.29 -3.63 -2.61
H: -3.98 -2.02 -1.79
H: -2.77 -5.58 -0.99
H: -0.31 -5.53 -0.12
H: 1.69 -4.81 -0.90
H: 3.93 -4.13 -0.71
H: 4.40 -1.60 -0.28
H: 2.49 -0.19 0.09
Se: -2.02 -0.95 1.77
C: -3.66 -0.62 0.81
N: -4.74 -0.47 0.45
C: 3.26 1.10 3.55
N: 2.13 0.80 4.45
C: 2.12 1.27 5.74
C: 0.91 0.82 6.20
N: 0.27 0.15 5.21
C: -0.88 -0.71 5.50
C: 1.01 0.14 4.13
Se: 0.90 -0.98 2.57
H: 2.94 1.51 2.60
H: 3.78 0.17 3.37
H: 3.95 1.70 4.02
H: 2.80 1.96 6.16
H: 0.51 0.89 7.20
H: -1.54 -0.25 6.24
H: -0.50 -1.69 5.91
H: -1.49 -0.91 4.60

Here are the Mulliken charges for atoms 1 to 4, given in e:
1. Ti -0.21
2. C -1.59
3. N 1.65
4. C -1.15

=====

Question: Which value of DFT total energy does entry 1 give?
Answer: -19970.7416 eV

=====

Question: Which formula does entry 5 have?
Answer: C33H35N10SSe2Ti

=====

Please write out number 5 again, unchanged.
C33H35N10SSe2Ti | ωB97M-V with the def2-TZVPD basis set

Values from the calculation:
HOMO (spin up / spin down): -16.23 / -16.23 eV
DFT total energy: -214311.2274 eV
net charge: +3

Geometry (Å):
Ti: -0.30 0.00 0.23
C: -0.39 1.71 -2.50
N: 0.70 1.12 -1.69
C: 1.56 2.18 -1.12
C: 0.98 2.79 0.10
C: 1.04 4.12 0.33
C: 0.51 4.66 1.48
C: -0.11 3.82 2.43
C: -0.13 2.47 2.11
N: 0.39 1.96 0.98
C: 1.65 0.48 -2.64
C: 1.13 -0.59 -3.61
C: 0.50 -0.29 -4.79
C: 0.05 -1.36 -5.57
C: 0.37 -2.66 -5.18
C: 1.15 -2.84 -4.02
N: 1.51 -1.86 -3.25
C: -1.43 2.32 -1.59
C: -2.00 3.54 -1.88
C: -2.98 3.99 -1.02
C: -3.36 3.24 0.11
C: -2.63 2.16 0.36
N: -1.68 1.66 -0.47
H: -0.85 0.91 -3.05
H: -0.04 2.43 -3.26
H: 1.80 2.93 -1.91
H: 2.54 1.67 -0.93
H: 1.42 4.80 -0.47
H: 0.42 5.72 1.62
H: -0.70 4.20 3.29
H: -0.76 1.90 2.72
H: 2.43 0.00 -2.11
H: 2.06 1.24 -3.25
H: 0.58 0.72 -5.19
H: -0.44 -1.22 -6.49
H: 0.09 -3.61 -5.63
H: 1.53 -3.84 -3.85
H: -1.76 4.09 -2.76
H: -3.45 4.93 -1.18
H: -4.15 3.63 0.74
H: -2.84 1.58 1.27
C: -3.98 -3.09 -1.74
N: -2.58 -3.49 -1.39
C: -2.19 -4.73 -0.95
C: -0.89 -4.70 -0.53
N: -0.50 -3.37 -0.77
C: -1.55 -2.66 -1.27
S: -1.55 -0.99 -1.59
C: 0.84 -2.87 -0.61
C: 1.89 -3.78 -0.64
C: 3.20 -3.33 -0.59
C: 3.40 -2.02 -0.32
C: 2.27 -1.21 -0.05
N: 1.03 -1.63 -0.21
H: -4.66 -3.32 -0.89
H: -4.29 -3.63 -2.61
H: -3.98 -2.02 -1.79
H: -2.77 -5.58 -0.99
H: -0.31 -5.53 -0.12
H: 1.69 -4.81 -0.90
H: 3.93 -4.13 -0.71
H: 4.40 -1.60 -0.28
H: 2.49 -0.19 0.09
Se: -2.02 -0.95 1.77
C: -3.66 -0.62 0.81
N: -4.74 -0.47 0.45
C: 3.26 1.10 3.55
N: 2.13 0.80 4.45
C: 2.12 1.27 5.74
C: 0.91 0.82 6.20
N: 0.27 0.15 5.21
C: -0.88 -0.71 5.50
C: 1.01 0.14 4.13
Se: 0.90 -0.98 2.57
H: 2.94 1.51 2.60
H: 3.78 0.17 3.37
H: 3.95 1.70 4.02
H: 2.80 1.96 6.16
H: 0.51 0.89 7.20
H: -1.54 -0.25 6.24
H: -0.50 -1.69 5.91
H: -1.49 -0.91 4.60

Here are the Mulliken charges for atoms 1 to 4, given in e:
1. Ti -0.21
2. C -1.59
3. N 1.65
4. C -1.15